1.
The following is a DFT calculation (the ωB97M-V functional and the def2-TZVPD basis) of a molecular structure, C49H43AuClF15GeN6OPS in a non-equilibrium geometry.

Values from the calculation:
Orbital gap (alpha / beta) in eV: 5.296 / 5.291
LUMO (alpha / beta) in Eh: 0.01402 / 0.01392
HOMO level (alpha / beta) in eV: -4.914 / -4.912

```
! RIJCOSX wB97M-V def2-TZVPD def2/J DEFGRID3
* xyz -1 1
Au -0.33170 -0.16040 -0.18890
O -0.26790 0.01550 1.85660
C -0.73810 -0.74930 2.76660
C -0.23590 -0.57170 4.08350
C -0.66260 -1.32410 5.14050
C -1.62540 -2.31640 4.95580
C -2.14910 -2.51450 3.70060
C -1.74420 -1.75320 2.59450
C -2.41040 -1.92890 1.33500
N -2.44050 -1.05260 0.34130
C -3.26550 -1.55110 -0.61610
C -3.75240 -2.75620 -0.21700
N -3.20570 -2.99220 1.01860
H 0.50920 0.20010 4.20490
H -0.26350 -1.14350 6.12850
H -1.96990 -2.90890 5.79040
H -2.93440 -3.25150 3.57710
H -3.45080 -1.00050 -1.51650
H -4.43400 -3.44200 -0.67840
H -3.30730 -3.83510 1.55960
F 5.84620 -2.59950 -0.37430
C 6.10500 -1.55640 -1.18610
C 5.73600 -0.28940 -0.78020
C 5.95980 0.74040 -1.67620
F 5.51920 1.96670 -1.36870
C 6.63330 0.55490 -2.87450
F 6.90660 1.58570 -3.68600
C 7.03090 -0.72950 -3.23420
F 7.68600 -0.93030 -4.38630
C 6.73330 -1.80150 -2.40050
F 7.06320 -3.04950 -2.77000
Ge 4.74940 0.07380 0.95110
S 2.70900 0.53370 0.73850
C 5.45880 -1.47290 2.06590
C 4.65800 -2.49780 2.53190
F 3.35270 -2.48090 2.25940
C 5.17830 -3.56720 3.25450
F 4.38270 -4.55660 3.68930
C 6.54050 -3.61520 3.52180
F 7.05940 -4.63290 4.22340
C 7.36830 -2.60120 3.05530
F 8.68690 -2.64180 3.30390
C 6.81110 -1.55630 2.33120
F 7.62130 -0.60060 1.84670
C 5.75890 1.63660 1.78520
C 5.18190 2.11350 2.95130
F 4.33640 1.29640 3.60340
C 5.45420 3.36710 3.47710
F 4.88360 3.78500 4.61810
C 6.33220 4.20430 2.79550
F 6.56650 5.44850 3.23520
C 6.98810 3.72850 1.66780
F 7.88130 4.50340 1.03490
C 6.71540 2.44880 1.19890
F 7.44850 1.99900 0.17210
Cl 0.43980 4.41520 -5.34420
C -0.03810 3.76490 -3.81050
C -1.23050 3.05530 -3.71030
C -1.61380 2.54890 -2.49540
C -0.81360 2.71650 -1.33830
C -1.18980 2.18140 -0.10100
C 0.40170 3.42780 -1.48830
C 0.77860 3.95150 -2.70000
H -1.84250 2.91220 -4.59010
H -2.53400 1.99090 -2.41020
H -2.20140 1.85070 0.05270
H -0.62630 2.43200 0.78100
H 1.04150 3.53600 -0.62630
H 1.70650 4.49530 -2.80000
N -0.35220 -0.44030 -2.13010
P 0.38420 -1.55090 -2.91210
N 0.73250 -3.02270 -2.17320
C 1.83690 -3.90380 -2.47200
C 2.71490 -4.08920 -1.23370
C 1.88500 -4.61440 -0.06270
C 0.71890 -3.66570 0.19890
C -0.09350 -3.48200 -1.08210
N -0.42570 -1.94580 -4.35230
C -1.12310 -3.19520 -4.51250
C -2.58380 -3.10350 -4.07330
C -3.27150 -2.03450 -4.91510
C -2.55720 -0.70590 -4.68800
C -1.06780 -0.82610 -5.00930
N 1.90530 -1.16180 -3.53500
C 2.29230 -0.95320 -4.90530
C 2.34070 0.53330 -5.27270
C 3.24670 1.27730 -4.29940
C 2.73180 1.04480 -2.88510
C 2.73040 -0.45050 -2.58810
H 2.41410 -3.47100 -3.29060
H 1.44620 -4.88380 -2.79560
H 3.13160 -3.11840 -0.95770
H 3.53450 -4.77750 -1.45970
H 2.51120 -4.68600 0.82810
H 1.50800 -5.61710 -0.29580
H 1.10130 -2.69660 0.52660
H 0.07860 -4.05680 0.99290
H -0.87670 -2.73400 -0.93830
H -0.56940 -4.44130 -1.35360
H -0.59350 -3.95680 -3.93860
H -1.08710 -3.47730 -5.57570
H -2.61290 -2.81370 -3.02050
H -3.07300 -4.07460 -4.18480
H -4.32930 -1.95280 -4.65150
H -3.20910 -2.31370 -5.97200
H -2.64940 -0.41430 -3.64180
H -2.99540 0.07750 -5.31060
H -0.56670 0.07810 -4.66010
H -0.92950 -0.92530 -6.09610
H 1.59780 -1.49140 -5.55300
H 3.29810 -1.38230 -5.04370
H 1.33550 0.95010 -5.20210
H 2.69140 0.64710 -6.30130
H 3.25540 2.34280 -4.53420
H 4.27030 0.90060 -4.38940
H 1.70210 1.39590 -2.79820
H 3.32960 1.57590 -2.14840
H 2.31660 -0.63370 -1.59240
H 3.75530 -0.85090 -2.63460
*
```

Mulliken population analysis, charges in e, atoms 1 to 99:
1. Au 2.08
2. O -0.42
3. C 0.19
4. C -0.81
5. C -0.58
6. C -0.80
7. C -0.89
8. C 0.85
9. C 0.38
10. N -0.26
11. C -0.47
12. C -0.86
13. N 0.02
14. H 0.53
15. H 0.42
16. H 0.38
17. H 0.28
18. H 0.40
19. H 0.48
20. H 0.24
21. F -0.41
22. C 0.84
23. C -0.22
24. C 0.09
25. F -0.61
26. C 0.14
27. F -0.43
28. C 0.69
29. F -0.35
30. C 0.44
31. F -0.37
32. Ge 0.84
33. S -0.48
34. C -0.76
35. C 0.26
36. F -0.17
37. C -0.13
38. F -0.35
39. C 0.77
40. F -0.32
41. C 0.16
42. F -0.33
43. C 0.65
44. F -0.32
45. C -0.47
46. C 0.06
47. F -0.29
48. C -0.07
49. F -0.32
50. C 0.62
51. F -0.32
52. C 0.24
53. F -0.32
54. C 0.52
55. F -0.37
56. Cl -0.24
57. C 0.49
58. C -0.86
59. C -0.12
60. C 1.37
61. C -2.08
62. C -0.13
63. C -0.70
64. H 0.43
65. H 0.16
66. H 0.54
67. H 0.44
68. H 0.33
69. H 0.40
70. N -0.17
71. P -0.78
72. N 1.51
73. C -1.48
74. C 0.84
75. C -1.39
76. C 0.02
77. C -0.49
78. N 0.47
79. C -1.02
80. C 0.31
81. C -1.21
82. C 0.15
83. C -0.31
84. N 0.29
85. C -1.32
86. C -0.32
87. C -0.84
88. C 0.77
89. C -0.52
90. H 0.41
91. H 0.45
92. H -0.66
93. H 0.47
94. H 0.38
95. H 0.46
96. H -0.39
97. H 0.51
98. H -0.68
99. H 0.43

2.
The following is a DFT calculation (the ωB97M-V functional and the def2-TZVPD basis) of 3 unconnected molecules or ions with the total composition C49H45F3NO10 in a non-equilibrium geometry.

Values from the calculation:
Orbital gap in eV: 6.028
LUMO in Eh: -0.19525
Energy above the lowest of the compared OMol25 structures with the same formula, charge and spin in kcal per mole: 426.6
HOMO level in eV: -11.341

```
! RIJCOSX wB97M-V def2-TZVPD def2/J DEFGRID3
* xyz 1 1
C 0.31676 0.03570 4.34017
C 1.75239 0.52099 4.96919
C 1.68646 1.87755 5.88631
O 1.46031 3.12731 5.14725
N 2.03138 3.12120 3.93113
C 3.56660 3.17812 3.87867
C 4.41437 3.15884 2.47560
C 3.58317 3.12469 1.03001
C 4.36867 3.09333 -0.44044
O 5.32558 4.02768 -0.68833
O 4.01802 2.06551 -1.47608
C 4.42647 0.77860 -0.82087
C 4.93471 -0.22718 -2.02804
C 6.23656 -1.06818 -1.44536
C 7.58010 -0.09106 -1.34361
O 8.46182 -0.73719 -0.33637
C 8.30547 -0.01574 0.96354
C 1.92646 3.08162 1.18073
C 1.02745 2.99769 -0.19336
O 1.28037 4.08349 -1.15333
C 0.69802 3.80485 -2.47899
C -0.65309 2.92649 -2.78505
O 1.34745 4.36781 -3.53592
C 1.15197 3.07839 2.66309
C -0.47262 2.98873 2.85444
C -1.32243 4.25186 2.25209
C -0.42955 5.54606 1.79407
F -0.52295 5.94221 0.33977
C 0.42307 6.39844 2.66596
F 1.60732 7.05032 1.99588
F 0.18057 6.69397 4.09906
H 0.36822 0.24405 3.16558
H 0.18605 -1.14005 4.43905
H -0.61657 0.63603 4.73737
H 2.10333 -0.35510 5.70043
H 2.59339 0.54996 4.12208
H 2.62679 1.89577 6.59791
H 0.74151 1.74474 6.60414
H 4.19663 3.19820 4.88760
H 5.60280 3.17434 2.51617
H 3.50903 0.36496 -0.21708
H 5.30705 1.09441 -0.07917
H 4.02253 -0.93251 -2.31169
H 5.27500 0.46598 -2.91790
H 5.94835 -1.54901 -0.39372
H 6.40333 -1.97044 -2.19191
H 7.32861 0.99281 -0.96681
H 8.06528 -0.06669 -2.41164
H 9.05404 -0.56137 1.70980
H 8.67619 1.09770 0.87537
H 7.22189 -0.08606 1.40559
H -0.14172 2.95221 0.03632
H 1.32782 1.98138 -0.72679
H -1.61529 3.62296 -2.84069
H -0.89406 2.09165 -2.00129
H -0.46435 2.35806 -3.81745
H -0.82589 2.02724 2.24125
H -0.83829 2.81279 3.95407
H -2.02947 3.89368 1.35998
H -2.07643 4.64037 3.09176
C -4.52353 -1.63931 -1.99537
C -5.84095 -2.06206 -1.82014
C -6.87840 -1.12833 -1.80963
C -6.59646 0.23458 -1.96277
C -5.27699 0.65941 -2.11332
C -4.23883 -0.28088 -2.14132
C -4.96331 2.09851 -2.22592
O -3.80483 2.47228 -2.36176
C -6.06429 3.08037 -2.16365
C -5.77576 4.45053 -2.21096
C -6.81211 5.38557 -2.16610
C -8.13640 4.95625 -2.08359
C -8.42637 3.59208 -2.03065
C -7.38715 2.65270 -2.06093
C -7.70186 1.21335 -1.96832
O -8.86519 0.83533 -1.89111
H -3.71587 -2.36780 -2.01279
H -6.06153 -3.11967 -1.69367
H -7.90496 -1.46617 -1.67759
H -3.20756 0.04222 -2.27216
H -4.74472 4.79402 -2.27861
H -6.58549 6.44911 -2.19769
H -8.94432 5.68420 -2.05593
H -9.46236 3.26449 -1.96135
C -1.59606 -7.51661 -4.35596
C -2.19096 -6.28187 -4.09806
C -1.95102 -5.63047 -2.88711
C -1.12276 -6.22150 -1.92527
C -0.54775 -7.46730 -2.17322
C -0.77559 -8.11131 -3.39635
C 0.28747 -8.12279 -1.14617
O 0.79584 -9.21554 -1.36456
C 0.49379 -7.44679 0.15018
C 1.23553 -8.08282 1.15425
C 1.44669 -7.44481 2.37845
C 0.92729 -6.16959 2.59964
C 0.18327 -5.53599 1.60323
C -0.04198 -6.18041 0.37958
C -0.86029 -5.51693 -0.65459
O -1.32105 -4.39811 -0.45928
H -1.77564 -8.02004 -5.30339
H -2.84060 -5.82431 -4.84088
H -2.41469 -4.66433 -2.69481
H -0.31906 -9.07782 -3.60243
H 1.64720 -9.07712 0.98847
H 2.01850 -7.94267 3.15860
H 1.09774 -5.66936 3.55050
H -0.22324 -4.54244 1.78490
*
```

Mulliken population analysis, charges in e, atoms 1 to 99:
1. C -0.59
2. C -0.27
3. C -0.57
4. O -0.30
5. N 0.84
6. C -0.28
7. C -0.71
8. C 0.46
9. C 0.34
10. O -0.50
11. O -0.32
12. C 0.05
13. C -0.65
14. C -0.49
15. C -0.29
16. O -0.37
17. C -0.52
18. C 0.12
19. C -0.49
20. O -0.25
21. C 0.44
22. C -0.38
23. O -0.55
24. C -0.07
25. C -0.69
26. C -0.41
27. C 0.35
28. F -0.30
29. C 0.30
30. F -0.23
31. F -0.23
32. H 0.04
33. H 0.30
34. H 0.19
35. H 0.42
36. H 0.16
37. H 0.28
38. H 0.35
39. H 0.32
40. H 0.39
41. H 0.22
42. H 0.09
43. H 0.31
44. H 0.28
45. H 0.23
46. H 0.31
47. H 0.16
48. H 0.31
49. H 0.26
50. H 0.26
51. H 0.17
52. H 0.17
53. H 0.53
54. H 0.17
55. H 0.07
56. H 0.39
57. H 0.36
58. H 0.23
59. H 0.23
60. H 0.38
61. C -0.36
62. C -0.58
63. C -0.60
64. C 0.16
65. C 0.29
66. C -0.63
67. C 0.36
68. O -0.60
69. C 0.29
70. C -0.53
71. C -0.54
72. C -0.47
73. C -0.61
74. C 0.27
75. C 0.55
76. O -0.67
77. H 0.60
78. H 0.41
79. H 0.47
80. H 0.45
81. H 0.46
82. H 0.41
83. H 0.40
84. H 0.46
85. C -0.39
86. C -0.63
87. C -0.29
88. C 0.09
89. C 0.36
90. C -0.70
91. C 0.63
92. O -0.67
93. C 0.18
94. C -0.58
95. C -0.45
96. C -0.46
97. C -0.55
98. C 0.10
99. C 0.48

3.
The following is a DFT calculation (the ωB97M-V functional and the def2-TZVPD basis) of a molecular structure, C49H46BBrF4N4O5P2Sr.

Values from the calculation:
Orbital gap in eV: 6.258
LUMO in Eh: 0.13655
Energy above the lowest of the compared OMol25 structures with the same formula, charge and spin in kcal per mole: 26.1
HOMO level in eV: -2.542

```
! RIJCOSX wB97M-V def2-TZVPD def2/J DEFGRID3
* xyz -2 1
Sr -1.26902 -1.21188 -0.99184
N -0.91987 1.31359 -2.22505
C -0.88188 2.34776 -1.17883
C -2.05073 2.04322 -0.24889
O -3.18904 2.02632 -0.92252
N -2.00372 1.74251 0.98894
C -0.74916 1.72223 1.71092
C -0.04425 0.35959 1.60932
O 0.19648 -0.26625 2.65273
O 0.26701 -0.00664 0.43692
H -1.81812 1.37441 -2.69812
H -0.18177 1.44729 -2.90996
H 0.07433 2.27898 -0.66715
H -1.01734 3.36529 -1.57121
H -0.03249 2.47952 1.36336
H -0.95593 1.90856 2.76431
Br -3.61105 -1.05406 -4.35354
C -4.39385 -0.12476 -2.86155
C -5.60333 0.49985 -3.04215
C -6.19224 1.02886 -1.86468
C -5.50630 1.03892 -0.69450
C -4.12148 0.60840 -0.70528
N -3.70400 -0.21838 -1.74464
H -6.11209 0.49057 -3.99260
H -7.21295 1.39588 -1.91071
H -5.92665 1.40786 0.23049
H -3.71587 0.31568 0.25831
C 4.28466 -0.48519 -2.54221
P 2.66197 -0.49199 -1.59801
C 2.84489 1.17853 -0.84450
C 2.84548 2.26310 -1.72508
C 2.88536 3.56659 -1.25417
C 2.91741 3.80722 0.11247
C 2.90174 2.73682 0.99596
C 2.86273 1.43170 0.52388
C 3.07486 -1.62402 -0.22504
C 4.22216 -1.52638 0.56200
C 4.41711 -2.39164 1.62606
C 3.46124 -3.35886 1.92100
C 2.32173 -3.46949 1.14129
C 2.13809 -2.61114 0.06572
P 4.21108 -1.58785 -4.02050
C 2.88943 -0.71366 -4.93905
C 3.00046 0.61077 -5.36417
C 1.89744 1.26763 -5.88594
C 0.67372 0.60784 -5.98254
C 0.55932 -0.71220 -5.57676
C 1.67056 -1.37066 -5.06330
C 5.68611 -1.00252 -4.95713
C 6.74852 -0.30349 -4.39047
C 7.85335 0.05866 -5.15415
C 7.91068 -0.26913 -6.49851
C 6.85870 -0.97193 -7.07638
C 5.76589 -1.33955 -6.31134
H 5.08545 -0.82080 -1.87933
H 4.49169 0.54075 -2.85184
H 2.78348 2.08099 -2.79399
H 2.87171 4.39514 -1.95219
H 2.93631 4.82314 0.48768
H 2.89662 2.91506 2.06439
H 2.80126 0.60817 1.22279
H 4.95627 -0.75195 0.36221
H 5.30502 -2.29878 2.24058
H 3.60531 -4.01567 2.77026
H 1.55319 -4.19562 1.36912
H 1.24601 -2.71512 -0.53904
H 3.94868 1.13293 -5.27661
H 1.98527 2.29895 -6.20772
H -0.19307 1.13095 -6.36794
H -0.38687 -1.23403 -5.62157
H 1.57436 -2.39223 -4.72044
H 6.71731 -0.03317 -3.34318
H 8.66866 0.60479 -4.69510
H 8.76765 0.01913 -7.09478
H 6.89466 -1.23202 -8.12727
H 4.94817 -1.88757 -6.76629
F -0.45496 -2.25589 -3.08033
B -0.67898 -3.61228 -3.56882
F -0.76392 -3.53781 -4.96362
F -1.86296 -4.06239 -3.00788
F 0.41811 -4.37732 -3.18730
C -4.64771 -0.91099 7.76044
C -3.35714 -0.80072 6.98824
C -2.31708 -0.03330 7.49922
C -1.13815 0.11927 6.78094
C -0.96931 -0.53635 5.57695
C -1.99281 -1.34031 5.06813
N -1.79229 -1.98355 3.84760
C -1.94243 -3.34201 3.65454
C -2.06584 -4.21776 4.74139
C -2.14196 -5.58733 4.55162
C -2.05933 -6.13022 3.27795
C -1.91061 -5.27010 2.19770
C -1.88443 -3.89297 2.36017
C -1.79550 -3.05587 1.10816
O -0.99161 -3.43204 0.21902
O -2.53745 -2.04088 0.99486
C -3.21751 -1.43635 5.74887
C -4.37476 -2.16164 5.11842
H -4.53657 -0.46805 8.75076
H -4.95692 -1.95102 7.88168
H -5.46284 -0.39173 7.25030
H -2.43926 0.46242 8.45633
H -0.34243 0.74230 7.17217
H -0.06368 -0.43304 4.99238
H -1.18775 -1.48244 3.20026
H -2.07579 -3.81113 5.74501
H -2.24038 -6.23658 5.41478
H -2.10140 -7.20154 3.12838
H -1.82192 -5.65728 1.19050
H -4.26912 -2.15949 4.03360
H -5.31892 -1.68051 5.37420
H -4.43096 -3.20691 5.43614
*
```

Mulliken population analysis, charges in e, atoms 1 to 99:
1. Sr 1.06
2. N -0.13
3. C 0.74
4. C 0.51
5. O -0.55
6. N -0.47
7. C -1.24
8. C 0.16
9. O -1.01
10. O 0.69
11. H 0.29
12. H -0.03
13. H -1.02
14. H 0.47
15. H 0.30
16. H 0.40
17. Br -0.19
18. C -0.12
19. C -0.91
20. C -0.10
21. C -1.30
22. C 0.39
23. N 0.24
24. H 0.39
25. H 0.35
26. H 0.41
27. H 0.21
28. C -1.38
29. P 0.80
30. C 0.66
31. C -0.47
32. C -0.71
33. C -0.64
34. C -0.59
35. C -0.52
36. C 0.15
37. C 0.05
38. C -0.76
39. C -0.65
40. C -0.49
41. C -0.30
42. P -0.14
43. C 0.02
44. C -0.18
45. C -0.55
46. C -0.56
47. C -0.39
48. C -0.44
49. C 0.40
50. C -0.18
51. C -0.64
52. C -0.40
53. C -0.57
54. C -0.47
55. H 0.71
56. H 0.69
57. H 0.17
58. H 0.40
59. H 0.33
60. H 0.40
61. H 0.15
62. H 0.37
63. H 0.36
64. H 0.38
65. H 0.52
66. H 0.21
67. H 0.41
68. H 0.39
69. H 0.39
70. H 0.50
71. H 0.47
72. H 0.34
73. H 0.36
74. H 0.35
75. H 0.36
76. H 0.36
77. F 0.49
78. B 0.05
79. F -0.32
80. F -0.36
81. F -0.40
82. C -1.63
83. C 1.10
84. C -0.88
85. C -0.84
86. C -0.84
87. C 0.08
88. N 1.17
89. C 0.38
90. C -0.88
91. C -0.70
92. C -0.79
93. C -0.20
94. C 0.20
95. C 0.52
96. O -0.85
97. O -0.86
98. C 1.23
99. C -1.50

Calculated E in order - -7207.15514; -2999.93700; -6202.36600 Ha